Record 1
Entry from the OMol25 dataset: a molecular structure, C18H43Cl2InNO7S5 (ωB97M-V with the def2-TZVPD basis set).

Geometry as XYZ:
```
77
Properties=species:S:1:pos:R:3:mulliken_charge:R:1
C 3.8339 3.0111 -0.8777 -1.098
C 3.3484 1.7283 -1.5361 0.273
O 2.6898 1.8837 -2.7787 -0.454
C 1.5462 2.7254 -2.7402 0.128
C 0.6513 2.3871 -3.9441 -0.824
O -0.4931 1.6304 -3.6610 -0.377
In -2.3369 2.4772 -3.6083 0.850
S -2.9300 3.2755 -5.8586 -0.479
C -3.7574 0.9125 -3.0239 -0.154
Cl -4.7171 1.1101 -1.5707 -0.321
C -3.9733 -0.2127 -3.6885 0.498
C -4.9202 -1.3314 -3.3679 -1.380
Cl -3.0820 -0.4609 -5.1750 -0.207
N -2.3157 4.1510 -2.2713 -0.169
C -1.2463 4.0718 -1.2698 -0.983
C -3.5467 4.5217 -1.7935 0.486
C -3.8935 4.2459 -0.3251 -1.030
O -4.3974 5.0534 -2.4778 -0.666
H 4.6549 2.7792 -0.1988 0.325
H 4.1493 3.7575 -1.6143 0.375
H 3.0185 3.4702 -0.3080 0.199
H 4.1914 1.0622 -1.7349 0.330
H 2.6822 1.2173 -0.8311 -0.082
H 0.9782 2.5325 -1.8189 0.049
H 1.8497 3.7814 -2.7565 0.298
H 0.4114 3.3239 -4.4752 0.224
H 1.2839 1.7967 -4.6218 0.337
H -1.6868 3.3683 -6.3376 0.039
H -4.5674 -2.2643 -3.8060 0.368
H -5.0073 -1.4577 -2.2868 0.356
H -5.9151 -1.1196 -3.7725 0.306
H -1.4584 4.7093 -0.4092 0.510
H -0.3183 4.4464 -1.7116 0.202
H -1.0400 3.0612 -0.8917 0.256
H -4.8967 3.8204 -0.3238 0.314
H -3.2131 3.5630 0.1781 0.280
H -3.9383 5.1906 0.2245 0.314
C -0.5342 -1.3915 -2.1363 -0.800
S 0.4483 -1.7039 -0.6736 0.425
O 0.9633 -0.3683 -0.2608 -0.549
C 1.8078 -2.5493 -1.4746 -0.964
H -1.4017 -0.8156 -1.8292 0.212
H 0.0519 -0.7954 -2.8353 0.163
H -0.8451 -2.3419 -2.5730 0.423
H 2.2263 -1.9109 -2.2535 0.373
H 1.4473 -3.4913 -1.8883 0.381
H 2.5428 -2.7646 -0.7027 0.264
C 1.6779 -3.1072 2.9685 -0.450
S 3.0665 -3.9304 2.1982 0.535
O 2.5780 -4.4421 0.8881 -0.611
C 3.1090 -5.3475 3.3044 -0.993
H 1.4671 -2.2138 2.3813 0.132
H 0.8042 -3.7578 2.9735 0.078
H 1.9562 -2.8213 3.9846 0.402
H 2.1417 -5.8485 3.2701 0.252
H 3.3378 -5.0097 4.3154 0.368
H 3.8922 -6.0140 2.9495 0.343
C 4.5608 1.6769 4.4214 -1.009
S 4.0089 1.1423 2.7948 0.619
O 5.1151 1.4964 1.8685 -0.651
C 2.7188 2.3687 2.5895 -0.727
H 5.4086 1.0514 4.6919 0.324
H 4.8669 2.7216 4.3674 0.312
H 3.7543 1.5439 5.1430 0.336
H 3.1530 3.3657 2.6661 0.370
H 1.9526 2.2107 3.3485 0.421
H 2.2917 2.2155 1.5999 -0.014
C -3.4442 -3.6646 4.8472 -0.987
S -2.0194 -4.6567 4.3917 0.499
O -1.3414 -3.9277 3.2889 -0.595
C -2.9420 -5.9905 3.6211 -0.959
H -3.0669 -2.7505 5.3002 0.317
H -4.0119 -3.4278 3.9481 0.308
H -4.0541 -4.2120 5.5660 0.373
H -3.5475 -5.5804 2.8136 0.305
H -3.5638 -6.4828 4.3690 0.373
H -2.2148 -6.6937 3.2211 0.307
```

For the energy, the calculation gives -119579.5599 eV. The value obtained for the highest occupied orbital energy is -5.135 eV. As for the net charge: -1. The frontier orbital gap comes out at 0.2456 hartree.

***

Record 2
Entry from the OMol25 dataset: 3 unconnected molecules or ions with the total composition C18H43N6O4 at a distorted geometry (ωB97M-V with the def2-TZVPD basis set).

Geometry as XYZ:
```
71
Properties=species:S:1:pos:R:3:mulliken_charge:R:1
C 3.1482 -3.0431 -0.3008 -1.067
C 3.2311 -1.5845 0.1216 1.149
C 4.3996 -0.8173 -0.4192 -1.501
N 2.4296 -0.9839 0.9273 -0.524
C 1.0207 -0.9833 0.6170 -0.257
C 0.1157 -2.2228 0.9250 -0.496
N -0.3866 -2.5718 -0.4483 -0.033
C 0.2015 -1.7631 -1.3395 -0.122
N 0.4678 -2.0242 -2.5888 -0.167
N 0.5602 -0.5194 -0.7288 -0.406
H 3.1061 -3.7225 0.5484 0.322
H 4.0528 -3.2913 -0.8513 0.423
H 2.3106 -3.2860 -0.9596 0.105
H 4.2443 -0.5715 -1.4706 0.304
H 5.2553 -1.5012 -0.4099 0.524
H 4.6080 0.0642 0.1705 0.317
H 0.6460 -0.1954 1.2728 0.546
H 0.7838 -3.0072 1.2659 0.326
H -0.6544 -1.9523 1.6350 0.213
H -0.0990 -3.5299 -0.6570 0.379
H 0.7925 -2.9308 -2.8965 0.283
H 0.4113 -1.2797 -3.2721 0.291
H -0.3714 -0.1644 -0.4887 0.389
C 1.1105 5.8509 0.0450 -0.725
O 1.4204 5.6846 -1.3272 -0.340
C 2.3952 6.6086 -1.8067 -0.818
C 3.6743 5.8874 -2.1781 -0.176
N 4.3605 5.3937 -0.9887 -0.301
C 5.4770 4.4974 -1.2749 -0.771
C 5.1543 3.1561 -1.9278 -0.528
O 4.4109 2.2727 -1.0976 -0.329
C 3.0050 2.4359 -1.1656 0.190
H 0.2830 5.1829 0.2810 0.225
H 1.9616 5.5892 0.6826 0.313
H 0.7982 6.8770 0.2560 0.354
H 2.5856 7.4058 -1.0839 0.402
H 1.9817 7.0688 -2.7083 0.395
H 4.3346 6.5764 -2.7113 0.400
H 3.4074 5.0683 -2.8599 0.166
H 3.6938 4.8993 -0.4103 0.062
H 5.9682 4.2925 -0.3204 0.387
H 6.2048 5.0273 -1.8961 0.419
H 6.1068 2.6523 -2.1143 0.373
H 4.6725 3.2674 -2.9055 0.347
H 2.6764 2.7716 -2.1526 0.290
H 2.6513 3.1296 -0.3991 0.160
H 2.5497 1.4654 -0.9601 -0.489
C -6.3846 -4.2887 -0.4890 -0.730
O -5.0192 -4.2286 -0.1032 -0.376
C -4.3893 -2.9979 -0.4172 -0.818
C -4.0243 -2.2471 0.8491 0.095
N -5.2099 -1.7459 1.5246 -0.367
C -4.9543 -1.2098 2.8612 -0.705
C -4.4791 -2.1842 3.9369 -0.448
O -5.4447 -3.1471 4.3061 -0.415
C -5.4598 -4.3257 3.5191 -0.553
H -6.7340 -5.3031 -0.3084 0.245
H -6.9967 -3.5999 0.1007 0.310
H -6.5019 -4.0644 -1.5526 0.356
H -5.0050 -2.3820 -1.0783 0.470
H -3.4650 -3.2429 -0.9547 0.242
H -3.3764 -1.3997 0.5911 0.277
H -3.4554 -2.9351 1.4924 0.123
H -5.8811 -2.4990 1.6063 0.111
H -5.8916 -0.7685 3.2061 0.368
H -4.2321 -0.3905 2.7787 0.389
H -4.2897 -1.5968 4.8395 0.369
H -3.5261 -2.6653 3.6812 0.307
H -4.4665 -4.5806 3.1402 0.262
H -6.1650 -4.2357 2.6884 0.188
H -5.8056 -5.1415 4.1536 0.296
```

The relative energy (zero: lowest compared OMol25 entry of this formula, charge and spin) comes out at 6.1837 eV. For the energy, the calculation gives -36482.5440 eV. The value obtained for the highest occupied orbital energy is -10.470 eV. As for the net charge: +1. The frontier orbital gap comes out at 0.2314 hartree.

***

Record 3
Entry from the OMol25 dataset: 2 unconnected molecules or ions with the total composition C18H44F2N3O2P (ωB97M-V with the def2-TZVPD basis set).

Geometry as XYZ:
```
70
Properties=species:S:1:pos:R:3:nbo_charge:R:1
C 3.7042 1.9006 1.1576 -0.604
C 2.8762 1.2450 2.2611 -0.399
C 1.4261 1.0079 1.8596 -0.206
N 0.7365 2.2442 1.5485 -0.955
P -1.0963 2.0549 1.5499 1.298
C -1.2630 3.9670 2.0027 -0.868
C -1.3151 4.1087 3.4523 0.884
O -0.4327 4.3632 4.2165 -0.593
F -2.5545 3.8912 3.9645 -0.369
C -2.9929 1.7646 1.6553 -0.760
C -3.3977 0.3332 1.9090 0.223
C -4.9055 0.1138 1.9629 -0.639
F -2.8719 -0.1217 3.1350 -0.391
N -1.2365 2.4866 -0.2118 -0.971
C -0.2429 3.2734 -0.9179 -0.208
C 0.9443 2.4161 -1.3890 -0.633
H 4.7754 1.7777 1.3312 0.195
H 3.4544 1.4503 0.1932 0.187
H 3.4935 2.9673 1.0962 0.217
H 3.3247 0.2811 2.5263 0.180
H 2.8963 1.8624 3.1633 0.201
H 0.9143 0.4471 2.6627 0.170
H 1.4184 0.3532 0.9754 0.148
H 0.9371 2.8732 2.3242 0.354
H -0.9249 0.6258 1.1906 -0.230
H -1.0069 1.6992 2.9658 -0.167
H -2.1747 4.3378 1.5418 0.243
H -0.3898 4.5340 1.6934 0.236
H -3.4469 2.0552 0.7036 0.216
H -3.4454 2.3868 2.4293 0.224
H -2.9637 -0.3000 1.1243 0.126
H -5.4036 0.8271 1.3049 0.212
H -5.1829 -0.8974 1.6646 0.191
H -5.2395 0.2961 2.9839 0.223
H -1.3787 1.6124 -0.7040 0.330
H -0.7341 3.7170 -1.7956 0.162
H 0.1273 4.1166 -0.3440 0.200
H 0.9293 2.3141 -2.4817 0.169
H 0.8957 1.4320 -0.9271 0.209
H 1.8984 2.8815 -1.1367 0.212
C 1.1587 -2.1602 0.5772 -0.654
C 1.1874 -3.1795 -0.5455 -0.207
N -0.0827 -3.2671 -1.3702 -0.207
C -1.2044 -3.6387 -0.4476 -0.409
C 0.0288 -4.4030 -2.3563 -0.203
C 1.0750 -4.2850 -3.4523 -0.637
C -0.4973 -1.9607 -2.0066 -0.246
C 0.4679 -1.1833 -2.8796 -0.078
O 1.6017 -0.8554 -2.1290 -0.561
C 2.7452 -0.4823 -2.8889 -0.252
H 0.4435 -2.4147 1.3578 0.224
H 2.1449 -2.1508 1.0392 0.249
H 0.9616 -1.1495 0.2283 0.260
H 1.3270 -4.1849 -0.1434 0.204
H 2.0008 -2.9731 -1.2298 0.233
H -0.9301 -4.5447 0.0861 0.225
H -2.0997 -3.8057 -1.0404 0.223
H -1.3803 -2.8286 0.2515 0.253
H -0.9621 -4.5182 -2.7930 0.218
H 0.2294 -5.2803 -1.7433 0.217
H 0.7188 -3.7030 -4.2977 0.222
H 1.2759 -5.2883 -3.8265 0.243
H 2.0200 -3.8717 -3.1069 0.226
H -0.7786 -1.3242 -1.1691 0.256
H -1.3970 -2.1801 -2.5828 0.224
H -0.0946 -0.2754 -3.1393 0.211
H 0.7347 -1.6733 -3.8178 0.178
H 2.4720 -0.1143 -3.8788 0.182
H 3.4420 -1.3210 -2.9945 0.169
H 3.2398 0.3177 -2.3425 0.218
```

The relative energy (zero: lowest compared OMol25 entry of this formula, charge and spin) comes out at 0.0000 eV. For the energy, the calculation gives -42664.2400 eV. The value obtained for the highest occupied orbital energy is -6.537 eV. As for the net charge: 0. The frontier orbital gap comes out at 0.2206 hartree.

***

Among the records above, which one has the highest energy? C18H43N6O4

***

Number 1 is which compound? C18H43Cl2InNO7S5

***

Look up the frontier orbital gap of the second one. 0.2314 hartree

***

Which of these has the lowest energy? C18H43Cl2InNO7S5